Record 1
{
  "formula": "C4H13N4O",
  "method": "wB97M-V/def2-TZVPD",
  "e_lumo_ev": -2.517,
  "energy_ev": -12361.879,
  "multiplicity": 1,
  "homo_lumo_gap_ev": 11.242,
  "max_force_ha_per_bohr": 0.053,
  "charge": 1,
  "symbols": ["O", "N", "N", "N", "N", "C", "C", "C", "C", "H", "H", "H", "H", "H", "H", "H", "H", "H", "H", "H", "H", "H"],
  "coordinates": [[1.0692, -0.6566, -0.7979], [1.7641, -1.2251, -2.8435], [-0.9701, -0.7613, 1.1646], [-0.5747, 1.2204, 0.0325], [-2.1582, 1.0990, 1.7392], [1.7960, -1.3849, -1.4990], [3.0030, -1.9908, -0.8203], [-1.2014, 0.5403, 0.9845], [-2.6546, 2.4507, 1.5549], [-3.7431, 2.4602, 1.5250], [1.2896, -0.4113, -3.1993], [1.8657, -1.9868, -3.4943], [-0.3660, -1.2104, 0.4874], [-0.1228, 2.0789, 0.3078], [-2.1384, 2.9482, 0.7443], [-2.2969, 0.6806, 2.6464], [2.6266, -2.2984, 0.1377], [3.7418, -1.2289, -0.6085], [-2.4542, 3.1184, 2.4021], [3.3816, -2.8785, -1.3105], [-1.6889, -1.3006, 1.6187], [-0.1684, 0.7370, -0.7717]]
}

Record 2
{
  "formula": "C22H70O13",
  "method": "wB97M-V/def2-TZVPD",
  "e_lumo_ev": -0.040,
  "energy_ev": -50564.676,
  "multiplicity": 1,
  "homo_lumo_gap_ev": 9.003,
  "max_force_ha_per_bohr": 0.028,
  "symbols": ["O", "O", "O", "O", "O", "O", "O", "O", "O", "O", "O", "O", "O", "C", "C", "C", "C", "C", "C", "C", "C", "C", "C", "C", "C", "C", "C", "C", "C", "C", "C", "C", "C", "C", "C", "H", "H", "H", "H", "H", "H", "H", "H", "H", "H", "H", "H", "H", "H", "H", "H", "H", "H", "H", "H", "H", "H", "H", "H", "H", "H", "H", "H", "H", "H", "H", "H", "H", "H", "H", "H", "H", "H", "H", "H", "H", "H", "H", "H", "H", "H", "H", "H", "H", "H", "H", "H", "H", "H", "H", "H", "H", "H", "H", "H", "H", "H", "H", "H", "H", "H", "H", "H", "H", "H"],
  "coordinates": [[5.7246, 2.8506, 0.2238], [4.5391, -2.3741, -0.4859], [0.1085, -4.4311, -0.3743], [-4.8910, 0.3243, 0.7285], [0.3698, 4.3189, 1.9158], [4.5932, -1.9538, 2.2487], [-1.2671, 4.8970, -0.2823], [-1.6029, 0.5794, 3.9539], [-2.0697, -3.2871, -1.8093], [-4.9012, 2.1303, -1.4884], [2.3537, -3.5293, -1.9933], [-1.7132, -2.2148, -4.4629], [-2.1037, 0.1352, 1.2154], [-6.8692, 3.2128, -0.6514], [-0.8331, -0.3447, 6.0219], [4.8185, 1.7354, 0.1062], [5.7006, -3.1292, -0.7807], [-6.6494, -1.0675, -0.2676], [-5.3848, 3.2834, -0.8819], [5.5714, -0.5048, 3.8862], [-1.5094, 3.7331, -1.0841], [5.5481, -4.5884, -0.4032], [5.1960, -0.6777, 2.4216], [-2.3209, -0.0377, -3.5425], [2.2570, -1.4424, -3.2746], [-5.1940, -0.9280, 0.0453], [-2.7653, -1.1981, -4.4327], [1.5541, 2.4759, 2.9176], [-0.8842, -0.5022, 4.5263], [-1.3604, -0.9057, 0.5330], [0.4463, 2.8835, 1.9732], [1.5606, -2.7208, -2.9463], [0.1134, -0.6249, 0.5938], [-0.4798, 3.5951, -2.2028], [3.4038, 2.1605, -0.2725], [-2.9275, -0.8493, -5.4594], [2.8667, -4.1692, -2.5002], [3.2356, -1.5735, -3.7390], [5.8441, 3.0614, 1.1511], [-6.8787, -2.0859, -0.5911], [-1.8100, -0.5289, 6.4726], [2.9509, 2.8939, 0.3920], [-4.8470, -1.7843, 0.6313], [-1.9438, -2.8944, -2.7052], [-0.1452, -1.0967, 6.4165], [1.5564, 3.1077, 3.8056], [-2.9811, 0.2310, 0.7910], [-5.1785, 4.1329, -1.5376], [0.5027, -0.3937, 1.5855], [4.7062, -0.6067, 4.5389], [-4.7304, 1.4891, -0.7731], [6.3111, -1.2587, 4.1900], [-4.6405, -0.8945, -0.8967], [5.9426, -3.0368, -1.8498], [-0.1639, 4.5613, 1.1262], [0.1424, -0.5531, 4.1199], [6.0920, -0.5758, 1.7791], [2.3618, -0.8318, -2.3829], [-1.6415, 0.4624, 2.9743], [6.0697, 0.4491, 4.0800], [-1.5761, -1.8827, 0.9976], [3.3972, 2.5929, -1.2772], [2.7622, 1.2730, -0.2019], [4.7765, 1.1807, 1.0552], [4.4933, 0.1116, 2.1004], [-6.9395, -0.4117, -1.0940], [2.5326, 2.5944, 2.4473], [-5.3552, 0.3294, 1.5769], [0.6431, -2.4758, -2.4131], [-0.4358, 4.4845, -2.8289], [6.5091, -2.6652, -0.2191], [0.6742, -1.5244, 0.3003], [-0.5030, 2.4368, 2.3180], [-2.5050, 3.8145, -1.5347], [0.4081, 0.1727, -0.0978], [-1.5234, 2.8591, -0.4340], [-2.3842, -0.3139, -2.4872], [4.4404, -2.0893, 1.2763], [0.5228, 3.4510, -1.7782], [-7.3958, 2.9575, -1.5664], [1.6475, -0.8623, -3.9839], [5.3596, -4.6662, 0.6627], [-3.6916, -1.6770, -4.0979], [-1.3098, 0.2581, -3.8012], [-7.2832, -0.7952, 0.5792], [1.3390, -3.3545, -3.8012], [-2.9988, 0.8067, -3.6813], [-1.6949, 5.6431, -0.7083], [4.7516, -5.0491, -0.9849], [0.6069, 2.4309, 0.9739], [6.4804, -5.1003, -0.6551], [-0.7109, 2.7109, -2.7946], [-1.3543, -1.4738, 4.2904], [1.4374, 1.4355, 3.2290], [-1.7694, -1.0112, -0.4763], [3.7965, -2.7666, -1.0024], [-2.9927, -3.5737, -1.7883], [-0.4678, 0.6328, 6.3353], [-4.8550, 3.4487, 0.0629], [-7.1087, 2.4413, 0.0983], [0.8463, -4.1179, -0.9476], [-1.6160, -2.5151, -5.3671], [5.2338, 1.0405, -0.6267], [-0.7053, -4.0213, -0.7612], [-7.2354, 4.1321, -0.1870]]
}

Record 3
{
  "formula": "C5H11N3O2",
  "method": "wB97M-V/def2-TZVPD",
  "e_lumo_ev": 0.647,
  "smiles": "O=C1NCN(CCO)CN1",
  "energy_ev": -13927.325,
  "multiplicity": 1,
  "homo_lumo_gap_ev": 9.720,
  "max_force_ha_per_bohr": 0.101,
  "symbols": ["O", "O", "N", "N", "N", "C", "C", "C", "C", "C", "H", "H", "H", "H", "H", "H", "H", "H", "H", "H", "H"],
  "coordinates": [[3.7095, -0.5026, -0.5516], [-3.0746, -0.9535, -0.7091], [-1.7932, 0.8937, -0.4070], [0.3684, 0.6317, 0.4624], [-1.0464, -1.1499, 0.3239], [2.4794, -0.3666, 0.1395], [1.4741, 0.6319, -0.4701], [-2.0207, -0.4231, -0.3403], [-0.1759, -0.4296, 1.2231], [-0.6979, 1.6882, 0.2371], [1.0796, 0.3020, -1.4057], [-2.7508, 1.3740, -0.5968], [2.1232, 1.5394, -0.5308], [2.0858, -1.3973, 0.2649], [2.6429, 0.1525, 1.1357], [-1.0366, 2.0793, 1.2025], [-0.1356, 2.5618, -0.3633], [-1.5937, -2.0158, 0.6131], [0.6195, -1.0885, 1.5701], [-0.6569, -0.1083, 2.1515], [3.4880, -0.9836, -1.3463]]
}

Record 4
{
  "formula": "C3H9NO2S",
  "method": "wB97M-V/def2-TZVPD",
  "e_lumo_ev": -0.934,
  "energy_ev": -19675.418,
  "multiplicity": 1,
  "homo_lumo_gap_ev": 7.391,
  "max_force_ha_per_bohr": 0.067,
  "symbols": ["S", "O", "O", "N", "C", "C", "C", "H", "H", "H", "H", "H", "H", "H", "H", "H"],
  "coordinates": [[3.6508, -0.1694, -0.4827], [4.4676, -0.1986, -1.6711], [3.9831, -1.0211, 0.6259], [0.1334, 0.2448, 0.0524], [-0.8490, 0.2482, -1.0468], [0.3688, 1.6599, 0.5149], [0.0933, -0.7757, 1.0154], [-1.8652, 0.7471, -0.9021], [-0.0776, -1.8053, 0.4893], [1.2535, 2.1465, 0.0179], [-0.4772, 2.3314, 0.2410], [-1.0584, -0.6924, -1.4016], [-0.6440, -0.5644, 1.7730], [-0.3180, 0.8931, -1.7811], [0.3208, 1.5596, 1.6484], [1.0802, -0.7417, 1.6007]]
}

Record 5
{
  "formula": "CH8N2S",
  "method": "wB97M-V/def2-TZVPD",
  "e_lumo_ev": 0.840,
  "smiles": "NCN.S",
  "energy_ev": -14981.672,
  "multiplicity": 1,
  "homo_lumo_gap_ev": 10.238,
  "max_force_ha_per_bohr": 0.030,
  "symbols": ["S", "N", "N", "C", "H", "H", "H", "H", "H", "H", "H", "H"],
  "coordinates": [[-2.5231, -0.6429, 1.7702], [-0.1099, 0.6922, -1.5161], [1.2361, -0.4036, 0.3784], [0.7126, 0.7998, -0.3278], [1.6854, 1.1927, -0.6244], [-1.5594, -1.2543, 2.4443], [0.5143, -1.0555, 0.6641], [1.7730, -0.9334, -0.2927], [-1.6793, -0.3284, 0.8178], [-0.8623, 0.0419, -1.4463], [0.3043, 1.5016, 0.3928], [0.5083, 0.3899, -2.2603]]
}

Record 6
{
  "formula": "C35H26NO5P2Pm",
  "method": "wB97M-V/def2-TZVPD",
  "e_lumo_ev": [-0.674, -0.625],
  "energy_ev": -83576.753,
  "multiplicity": 5,
  "homo_lumo_gap_ev": [6.889, 6.937],
  "max_force_ha_per_bohr": 0.066,
  "symbols": ["Pm", "P", "P", "O", "O", "O", "O", "O", "N", "C", "C", "C", "C", "C", "C", "C", "C", "C", "C", "C", "C", "C", "C", "C", "C", "C", "C", "C", "C", "C", "C", "C", "C", "C", "C", "C", "C", "C", "C", "C", "C", "C", "C", "C", "H", "H", "H", "H", "H", "H", "H", "H", "H", "H", "H", "H", "H", "H", "H", "H", "H", "H", "H", "H", "H", "H", "H", "H", "H", "H"],
  "coordinates": [[0.7621, 0.2847, -0.6404], [0.1824, 1.2595, 2.2741], [-1.4179, -1.3321, -1.2716], [5.5330, 0.6786, -4.3546], [4.8277, -1.5652, -2.5575], [3.4423, 2.7251, -3.8707], [2.0852, -1.0966, -1.4572], [1.2798, 1.5158, -2.2089], [-1.1680, 1.4177, -0.1947], [-1.1391, -2.4971, -2.6434], [0.5909, 1.6306, 4.0216], [-0.4677, -4.2060, -4.7364], [4.5212, 0.5669, -3.6583], [-3.9544, -1.8923, 1.8276], [1.8800, 1.1987, 1.5057], [4.1362, -0.6113, -2.7930], [-2.5476, 3.1835, 0.0311], [-5.0984, -2.7588, -0.1018], [2.4946, -0.0654, 1.5950], [3.4298, 1.5993, -3.4594], [0.9840, 2.0823, 6.7438], [-1.4105, 2.5698, 0.5079], [4.2851, 0.6563, 0.1680], [1.8788, 1.7380, 4.5361], [-4.0061, -2.4536, -0.8982], [-0.5336, 2.8709, 1.6949], [2.4898, 2.1816, 0.7124], [2.7892, -0.3194, -2.2480], [2.3935, 0.9539, -2.6227], [3.6847, 1.9027, 0.0521], [-2.1664, 1.3084, -1.1342], [-5.0726, -2.4822, 1.2584], [-0.3441, -2.0454, -3.7004], [-2.8533, -1.6000, 1.0381], [-3.0310, 2.3743, -1.0265], [2.0711, 1.9638, 5.8926], [3.6912, -0.3320, 0.9445], [-1.5525, -3.8265, -2.6235], [-1.2281, -4.6715, -3.6759], [-0.4988, 1.7325, 4.8888], [-2.8696, -1.8859, -0.3273], [-0.0125, -2.8946, -4.7412], [-2.1466, 0.1669, -2.1156], [-0.3047, 1.9676, 6.2392], [-4.0467, -2.6415, -1.9636], [-1.5048, 1.6246, 4.4962], [-1.1561, 2.0507, 6.9023], [-2.1048, -4.2073, -1.7755], [-0.2151, -4.8681, -5.5544], [2.0431, -0.8205, 2.2313], [0.0229, -1.0241, -3.7036], [-1.1188, 3.2899, 2.5138], [-3.9442, -1.6578, 2.8842], [-3.1474, -0.0690, -2.4758], [1.1404, 2.2594, 7.7999], [-5.9801, -3.2053, -0.5435], [4.1520, 2.6672, -0.5559], [-2.9777, 4.1096, 0.3815], [5.2130, 0.4512, -0.3496], [2.7360, 1.6526, 3.8801], [-5.9311, -2.7178, 1.8741], [4.1587, -1.3025, 1.0396], [0.6143, -2.5421, -5.5501], [-3.9113, 2.5560, -1.6246], [2.0739, 3.1772, 0.6390], [-1.5200, 0.4154, -2.9807], [3.0764, 2.0485, 6.2852], [0.2606, 3.5889, 1.4771], [-1.5689, -5.6989, -3.6611], [-1.9735, -1.1298, 1.4634]]
}

Record 7
{
  "formula": "C3H8N4",
  "method": "wB97M-V/def2-TZVPD",
  "e_lumo_ev": 0.988,
  "energy_ev": -9196.438,
  "multiplicity": 1,
  "homo_lumo_gap_ev": 9.545,
  "max_force_ha_per_bohr": 0.175,
  "symbols": ["N", "N", "N", "N", "C", "C", "C", "H", "H", "H", "H", "H", "H", "H", "H"],
  "coordinates": [[1.5065, -0.2540, -1.7283], [0.0074, 1.2853, 0.9060], [1.4409, 1.0704, -1.3310], [0.3754, -0.5712, -0.8325], [-1.3950, 1.0319, 1.1063], [0.2630, -1.7721, 0.0186], [0.5921, 0.6950, -0.4918], [-0.0979, -2.4659, -0.6703], [-0.3240, -1.5154, 0.8592], [-1.9178, 1.0207, 0.1055], [-1.8474, 1.6432, 1.8322], [-1.4627, -0.0230, 1.4942], [1.3629, -0.6002, -2.7420], [1.2519, -1.8732, 0.5230], [0.2447, 2.3286, 0.9509]]
}

Record 8
{
  "formula": "C8H17FN2O4P",
  "method": "wB97M-V/def2-TZVPD",
  "e_lumo_ev": -3.637,
  "energy_ev": -31740.715,
  "multiplicity": 1,
  "homo_lumo_gap_ev": 8.502,
  "max_force_ha_per_bohr": 0.151,
  "charge": 1,
  "symbols": ["P", "F", "O", "O", "O", "O", "N", "N", "C", "C", "C", "C", "C", "C", "C", "C", "H", "H", "H", "H", "H", "H", "H", "H", "H", "H", "H", "H", "H", "H", "H", "H", "H"],
  "coordinates": [[0.9620, -1.0567, 1.9467], [1.4554, 2.1367, -1.2309], [1.4664, -1.6882, 3.4191], [0.9929, -0.4755, 0.3637], [0.3141, -2.4760, 1.4517], [-0.0985, -0.1474, 2.4548], [-3.9789, 2.8749, -1.9603], [-2.1563, 1.8735, -1.6472], [2.8586, -2.0206, 3.6378], [1.0154, -3.7112, 1.6062], [2.2364, -0.5386, -0.3594], [-3.0464, 0.8915, -2.0420], [0.3152, 2.3504, -1.9915], [-2.7147, 3.0750, -1.5790], [-0.7753, 1.4816, -1.3205], [-4.2284, 1.5680, -2.2449], [2.0958, -3.5784, 1.5371], [-0.5816, 1.4755, -0.2338], [-2.8335, -0.1649, -2.1475], [-4.6792, 3.6046, -2.0009], [2.9788, -3.1044, 3.6495], [0.7575, -4.1613, 2.5658], [2.5756, -1.5742, -0.4605], [0.0935, 3.4304, -1.9986], [-2.2171, 3.9877, -1.2728], [3.0043, 0.0524, 0.1423], [0.5641, 2.0451, -3.0193], [0.6996, -4.3875, 0.8139], [-0.6261, 0.4497, -1.6603], [3.1575, -1.6325, 4.6097], [-5.1768, 1.1411, -2.5511], [2.0642, -0.1254, -1.3480], [3.5056, -1.5955, 2.8706]]
}

Q: multiplicity of number 4 (C3H9NO2S)?
A: 1

Q: The highest multiplicity belongs to which entry?
A: C35H26NO5P2Pm

Copy entry 1 word for word.
{
  "formula": "C4H13N4O",
  "method": "wB97M-V/def2-TZVPD",
  "e_lumo_ev": -2.517,
  "energy_ev": -12361.879,
  "multiplicity": 1,
  "homo_lumo_gap_ev": 11.242,
  "max_force_ha_per_bohr": 0.053,
  "charge": 1,
  "symbols": ["O", "N", "N", "N", "N", "C", "C", "C", "C", "H", "H", "H", "H", "H", "H", "H", "H", "H", "H", "H", "H", "H"],
  "coordinates": [[1.0692, -0.6566, -0.7979], [1.7641, -1.2251, -2.8435], [-0.9701, -0.7613, 1.1646], [-0.5747, 1.2204, 0.0325], [-2.1582, 1.0990, 1.7392], [1.7960, -1.3849, -1.4990], [3.0030, -1.9908, -0.8203], [-1.2014, 0.5403, 0.9845], [-2.6546, 2.4507, 1.5549], [-3.7431, 2.4602, 1.5250], [1.2896, -0.4113, -3.1993], [1.8657, -1.9868, -3.4943], [-0.3660, -1.2104, 0.4874], [-0.1228, 2.0789, 0.3078], [-2.1384, 2.9482, 0.7443], [-2.2969, 0.6806, 2.6464], [2.6266, -2.2984, 0.1377], [3.7418, -1.2289, -0.6085], [-2.4542, 3.1184, 2.4021], [3.3816, -2.8785, -1.3105], [-1.6889, -1.3006, 1.6187], [-0.1684, 0.7370, -0.7717]]
}